ORCA calculation (wB97M-V/def2-TZVPD) on 2 unconnected molecules or ions with the total composition C3H10NOS in a non-equilibrium geometry.

Last columns: bonded neighbours and bond lengths (Å).
Element x y z (Å)
1 C -0.48169 0.37978 0.22496  C2 1.514, C4 1.516, H6 1.092, H7 1.097
2 C 0.35480 -0.86593 0.42623  C1 1.514, S3 1.886, H8 1.100, H9 1.096
3 S 1.02540 -1.50341 -1.21676  C2 1.886
4 C -1.25653 0.75922 1.47102  C1 1.516, N5 1.437, H10 1.109, H11 1.099
5 N -2.38249 -0.02455 1.89982  C4 1.437, H12 1.013, H13 1.011
6 H 0.15492 1.21124 -0.08386  C1 1.092
7 H -1.13610 0.18801 -0.63433  C1 1.097
8 H 1.27572 -0.65977 0.99138  C2 1.100
9 H -0.11210 -1.60238 1.09064  C2 1.096
10 H -0.47262 0.69248 2.25281  C4 1.109
11 H -1.54275 1.81688 1.38516  C4 1.099
12 H -2.34904 -0.98333 1.57584  N5 1.013
13 H -3.28043 0.29555 1.56407  N5 1.011
14 H 3.80671 -0.18284 -3.09002  O16 0.966
15 H 2.73776 0.39237 -3.85172  O16 0.982
16 O 3.65845 0.08670 -4.00525  H14 0.966, H15 0.982

Computed properties:
Charge = -1
Spin multiplicity = 1
Largest force on an atom = 1.85 eV/A
HOMO energy = -2.56 eV
Energy above the lowest of the compared OMol25 structures with the same formula, charge and spin = 18.6 kcal/mol
Total energy = -17646.6354 eV


ORCA calculation (wB97M-V/def2-TZVPD) on 2 unconnected molecules or ions with the total composition C3H10NOS in a non-equilibrium geometry.

Last columns: bonded neighbours and bond lengths (Å).
Element x y z (Å)
1 C -1.15529 1.05067 -0.02758  C2 1.550, C4 1.552, H6 1.087, H7 1.101
2 C -0.25540 0.97284 -1.28690  C1 1.550, S3 1.851, H8 1.095, H9 1.088
3 S 1.51574 0.60332 -0.89755  C2 1.851
4 C -1.62328 -0.35940 0.42129  C1 1.552, N5 1.455, H10 1.094, H11 1.090
5 N -1.75195 -0.52291 1.86130  C4 1.455, H12 1.006, H13 1.009
6 H -0.64309 1.55267 0.78974  C1 1.087
7 H -2.00076 1.71320 -0.27025  C1 1.101
8 H -0.73227 0.17661 -1.86816  C2 1.095
9 H -0.11800 1.96296 -1.71570  C2 1.088
10 H -2.61725 -0.50716 -0.01185  C4 1.094
11 H -1.00711 -1.16479 0.02099  C4 1.090
12 H -2.25423 0.24154 2.28054  N5 1.006
13 H -0.87459 -0.63192 2.34854  N5 1.009
14 H 1.29611 -1.03225 0.36674  O16 1.010
15 H 2.39792 -2.13751 0.56658  O16 0.948
16 O 1.46134 -1.99963 0.60639  H14 1.010, H15 0.948

Computed properties:
Charge = -1
Spin multiplicity = 1
Largest force on an atom = 1.70 eV/A
HOMO energy = -2.72 eV
Energy above the lowest of the compared OMol25 structures with the same formula, charge and spin = 14.7 kcal/mol
Total energy = -17646.8059 eV


ORCA calculation (wB97M-V/def2-TZVPD) on 2 unconnected molecules or ions with the total composition C3H10NOS in a non-equilibrium geometry.

Last columns: bonded neighbours and bond lengths (Å).
Element x y z (Å)
1 C -0.99221 -1.57333 -0.33718  N2 1.405, H6 1.110, H7 1.122, H8 1.084
2 N -0.80897 -0.53744 0.59360  C1 1.405, C3 1.450, H9 0.977
3 C -1.48256 0.59535 -0.01044  N2 1.450, C4 1.570, H10 1.133, H11 1.112
4 C -0.66110 1.90703 0.25295  C3 1.570, S5 1.850, H12 1.143, H13 1.109
5 S 0.89382 1.95098 -0.74878  C4 1.850
6 H -0.61551 -2.46210 0.20988  C1 1.110
7 H -0.42253 -1.56193 -1.30372  C1 1.122
8 H -2.03597 -1.72885 -0.58424  C1 1.084
9 H 0.14449 -0.39477 0.74936  N2 0.977
10 H -1.55308 0.53485 -1.13973  C3 1.133
11 H -2.53131 0.73712 0.33121  C3 1.112
12 H -0.57680 2.15877 1.36462  C4 1.143
13 H -1.28256 2.74808 -0.11518  C4 1.109
14 H 4.08252 -0.67977 -0.49876  O16 0.904
15 H 3.51777 -0.77397 0.89821  O16 0.992
16 O 4.32401 -0.92002 0.33822  H14 0.904, H15 0.992

Computed properties:
Charge = -1
Spin multiplicity = 1
Largest force on an atom = 4.45 eV/A
HOMO energy = -2.60 eV
Energy above the lowest of the compared OMol25 structures with the same formula, charge and spin = 32.1 kcal/mol
Total energy = -17646.0512 eV


ORCA calculation (wB97M-V/def2-TZVPD) on 2 unconnected molecules or ions with the total composition C3H10NOS2.

Last columns: bonded neighbours and bond lengths (Å).
Element x y z (Å)
1 C 0.53551 -0.82722 2.40813  S2 1.805, H5 1.099, H6 1.087, H7 1.087
2 S -0.95729 -1.84230 2.42615  C1 1.805, S3 2.046
3 S -2.39152 -0.49926 1.85554  S2 2.046, C4 1.824
4 C -2.29363 -0.57363 0.03538  S3 1.824, H8 1.087, H9 1.088, H10 1.095
5 H 0.67290 -0.42224 1.39566  C1 1.099
6 H 0.45445 -0.00639 3.11667  C1 1.087
7 H 1.37972 -1.45450 2.68363  C1 1.087
8 H -2.37432 -1.60436 -0.29936  C4 1.087
9 H -3.13262 0.01603 -0.32800  C4 1.088
10 H -1.33285 -0.16904 -0.30042  C4 1.095
11 N 1.52286 1.31294 -2.75545  C12 1.495, H14 1.016, H15 1.012
12 C 1.50037 0.94613 -1.30644  N11 1.495, O13 1.344, H16 1.109, H17 1.117
13 O 0.31592 0.50006 -0.85389  C12 1.344
14 H 1.18006 0.49930 -3.25810  N11 1.016
15 H 0.80004 2.01404 -2.85155  N11 1.012
16 H 2.31727 0.21106 -1.15918  C12 1.109
17 H 1.80314 1.89940 -0.80878  C12 1.117

Computed properties:
Charge = -1
Spin multiplicity = 1
Largest force on an atom = 0.78 eV/A
HOMO energy = -3.06 eV
Energy above the lowest of the compared OMol25 structures with the same formula, charge and spin = 35.8 kcal/mol
Total energy = -28481.5703 eV


ORCA calculation (wB97M-V/def2-TZVPD) on 2 unconnected molecules or ions with the total composition C3H10NOS2.

Last columns: bonded neighbours and bond lengths (Å).
Element x y z (Å)
1 C 0.08320 -2.80298 -0.14452  S2 1.835, H4 1.082, H5 1.089, H6 1.086
2 S -0.19646 -1.70857 -1.59051  C1 1.835, S3 2.092
3 S 1.64924 -1.75026 -2.57389  S2 2.092, H7 1.344
4 H 0.03248 -3.83781 -0.45738  C1 1.082
5 H -0.72192 -2.57055 0.55130  C1 1.089
6 H 1.03371 -2.59074 0.33652  C1 1.086
7 H 2.25302 -0.78865 -1.85512  S3 1.344
8 O -0.75085 3.33721 -0.12362  C9 1.194
9 C -1.19820 2.70105 0.78242  O8 1.194, C10 1.517, H12 1.098
10 C -0.66623 1.30912 1.06681  C9 1.517, N11 1.489, H13 1.091, H14 1.090
11 N 0.36652 1.00142 0.03901  C10 1.489, H15 1.067, H16 1.035, H17 1.020
12 H -1.94726 3.05941 1.50151  C9 1.098
13 H -0.24891 1.28641 2.07456  C10 1.091
14 H -1.46908 0.57279 1.03547  C10 1.090
15 H 0.11101 0.09830 -0.46902  N11 1.067
16 H 0.37240 1.80808 -0.60996  N11 1.035
17 H 1.29732 0.87576 0.43643  N11 1.020

Computed properties:
Charge = +1
Spin multiplicity = 1
Largest force on an atom = 0.70 eV/A
HOMO energy = -13.32 eV
Energy above the lowest of the compared OMol25 structures with the same formula, charge and spin = 10.0 kcal/mol
Total energy = -28474.2671 eV


ORCA calculation (wB97M-V/def2-TZVPD) on 2 unconnected molecules or ions with the total composition C3H10NS in a non-equilibrium geometry.

Last columns: bonded neighbours and bond lengths (Å).
Element x y z (Å)
1 C -1.83282 -2.15328 1.29809  N2 1.527, H3 1.079, H4 1.135, H5 1.078
2 N -2.19649 -0.72745 0.89072  C1 1.527, H6 1.070, H7 1.045
3 H -1.52995 -2.66396 0.39731  C1 1.079
4 H -2.65046 -2.79381 1.75517  C1 1.135
5 H -0.89602 -2.03275 1.81773  C1 1.078
6 H -1.68477 -0.70401 -0.04912  N2 1.070
7 H -1.86743 -0.23969 1.75426  N2 1.045
8 C 2.18426 1.84228 -1.30516  C9 1.505, H11 1.124, H12 1.063, H13 0.987
9 C 0.98201 1.25795 -0.61333  C8 1.505, S10 1.937, H14 1.029, H15 1.138
10 S 0.74103 -0.63960 -0.92044  C9 1.937
11 H 2.13052 1.85775 -2.42824  C8 1.124
12 H 3.03227 1.25377 -1.05014  C8 1.063
13 H 2.43850 2.76604 -1.06874  C8 0.987
14 H 0.18893 1.78740 -1.00042  C9 1.029
15 H 0.96043 1.18937 0.52228  C9 1.138

Computed properties:
Charge = -1
Spin multiplicity = 1
Largest force on an atom = 4.99 eV/A
HOMO energy = -2.44 eV
Energy above the lowest of the compared OMol25 structures with the same formula, charge and spin = 48.0 kcal/mol
Total energy = -15597.7211 eV


ORCA calculation (wB97M-V/def2-TZVPD) on a gas-phase ion, C3H10NS (charge +1) in a non-equilibrium geometry.

Last columns: bonded neighbours and bond lengths (Å).
Element x y z (Å)
1 C -2.33887 -0.52968 -0.42089  S2 1.745, H6 1.038, H7 1.073, H8 1.065
2 S -1.29796 0.56569 0.45139  C1 1.745, C3 1.988
3 C 0.52053 0.29169 -0.30388  S2 1.988, C4 1.490, N5 1.396, H9 1.088
4 C 1.02044 -0.94101 0.36643  C3 1.490, H10 1.053, H11 1.091, H12 1.074
5 N 1.25312 1.36731 0.20035  C3 1.396, H13 1.061, H14 1.094, H15 1.040
6 H -3.27908 -0.33315 -0.02713  C1 1.038
7 H -2.25315 -1.59141 -0.29349  C1 1.073
8 H -2.14515 -0.35581 -1.45342  C1 1.065
9 H 0.53970 0.43563 -1.38233  C3 1.088
10 H 1.10298 -0.72013 1.39238  C4 1.053
11 H 0.33546 -1.78705 0.43883  C4 1.091
12 H 1.94378 -1.27842 -0.06489  C4 1.074
13 H 2.22079 1.47299 -0.22145  N5 1.061
14 H 1.64185 1.13700 1.19708  N5 1.094
15 H 0.73556 2.26635 0.12102  N5 1.040

Computed properties:
Charge = +1
Spin multiplicity = 1
Largest force on an atom = 5.71 eV/A
HOMO energy = -13.11 eV
SMILES = CS[C@H](C)[NH3+]
Energy above the lowest of the compared OMol25 structures with the same formula, charge and spin = 36.4 kcal/mol
Total energy = -15590.5252 eV


ORCA calculation (wB97M-V/def2-TZVPD) on 2 unconnected molecules or ions with the total composition C3H10NS in a non-equilibrium geometry.

Last columns: bonded neighbours and bond lengths (Å).
Element x y z (Å)
1 C -2.39887 -1.08763 -0.15385  C3 1.468, H6 1.013, H7 1.096, H8 1.121
2 C 3.00268 0.33913 -0.76225  S5 1.855, H9 1.132, H10 1.176, H11 1.099
3 C -1.71158 0.19992 -0.30893  C1 1.468, N4 1.282, H12 1.149
4 N -1.18544 0.87157 0.64819  C3 1.282, H14 1.099, H15 1.040
5 S 1.69151 -0.03737 0.49458  C2 1.855, H13 1.237
6 H -2.36069 -1.27169 0.84106  C1 1.013
7 H -3.43604 -1.13239 -0.50568  C1 1.096
8 H -1.68505 -1.74659 -0.71241  C1 1.121
9 H 3.60628 1.29679 -0.78825  C2 1.132
10 H 2.49031 0.34980 -1.82067  C2 1.176
11 H 3.63933 -0.55078 -0.66011  C2 1.099
12 H -1.60880 0.65490 -1.35921  C3 1.149
13 H 2.31389 0.13958 1.54875  S5 1.237
14 H -0.66931 1.80910 0.39620  N4 1.099
15 H -1.28947 0.56634 1.63726  N4 1.040

Computed properties:
Charge = +1
Spin multiplicity = 1
Largest force on an atom = 3.81 eV/A
HOMO energy = -12.80 eV
Energy above the lowest of the compared OMol25 structures with the same formula, charge and spin = 38.5 kcal/mol
Total energy = -15590.4303 eV


Which formula does entry 4 have? C3H10NOS2